This record from the OMol25 dataset describes C29H36N3O3RuS3 as an isolated structure. The level of theory is the ωB97M-V functional and the def2-TZVPD basis.

CARTESIAN COORDINATES (ANGSTROEM)
Ru: 0.00000 0.00000 0.00000
O: -1.14787 -0.61140 1.65823
S: -2.15332 -0.20305 2.69350
C: -3.11093 1.15675 1.93613
C: -4.14757 0.53657 1.00611
C: -4.76206 1.49355 -0.01094
C: -3.83471 2.13171 -1.04348
S: -2.74489 1.06772 -2.03297
O: -1.58902 0.64134 -1.17805
C: -3.76929 -0.38997 -2.30460
C: -4.98885 -0.29178 -2.98305
C: -5.78093 -1.42726 -3.17590
C: -5.35039 -2.66848 -2.70898
C: -4.12323 -2.78026 -2.05918
C: -3.33267 -1.64662 -1.86581
C: -1.24840 0.76386 3.91156
C: -0.09571 1.47327 3.56348
C: 0.61095 2.18205 4.53640
C: 0.17221 2.17664 5.86097
C: -0.97351 1.46486 6.21445
C: -1.68411 0.76019 5.24165
H: -2.40765 1.80154 1.40274
H: -3.60114 1.73546 2.72511
H: -4.95933 0.12619 1.62245
H: -3.72673 -0.32635 0.48598
H: -5.26072 2.30428 0.53637
H: -5.56818 0.96135 -0.52898
H: -3.18475 2.86580 -0.55497
H: -4.44570 2.69322 -1.75958
H: -5.33860 0.66500 -3.36059
H: -6.73450 -1.34519 -3.69157
H: -5.96708 -3.55153 -2.85637
H: -3.77840 -3.74622 -1.69898
H: -2.37789 -1.74491 -1.34844
H: 0.26495 1.45926 2.53638
H: 1.51174 2.72479 4.26297
H: 0.73249 2.71635 6.62032
H: -1.30432 1.44680 7.24979
H: -2.56374 0.19214 5.53374
C: 1.24559 1.86086 -2.25337
N: 1.25644 0.53818 -1.62681
C: 2.55721 0.29935 -0.99531
C: 0.94505 -0.49741 -2.62751
C: 0.63749 -1.85056 -2.03066
C: 1.04855 -3.03001 -2.66740
C: 0.70362 -4.27585 -2.13754
C: -0.06097 -4.35406 -0.97471
C: -0.48354 -3.18649 -0.34229
C: -0.14106 -1.94438 -0.87316
H: 1.99556 1.94885 -3.04805
H: 1.43826 2.64163 -1.50905
H: 0.26085 2.07694 -2.68251
H: 3.37689 0.30192 -1.72303
H: 2.57498 -0.65626 -0.46103
H: 2.76371 1.07145 -0.24527
H: 1.76580 -0.58158 -3.35242
H: 0.05053 -0.20651 -3.19495
H: 1.63516 -2.98585 -3.58169
H: 1.02728 -5.18611 -2.63640
H: -0.33174 -5.32301 -0.56403
H: -1.08305 -3.23355 0.56125
C: 2.10204 4.34924 2.76717
N: 0.80893 4.67702 2.21590
C: 0.18107 5.89943 2.35565
C: -0.99866 5.85748 1.72199
N: -1.15451 4.61451 1.16405
C: -0.02552 3.83035 1.45456
S: 0.19511 2.26656 0.97075
H: 2.51804 5.20144 3.31181
H: 2.77643 4.06949 1.95251
H: 1.99523 3.49709 3.44470
H: 0.62465 6.71803 2.90158
H: -1.74795 6.62759 1.62492
H: -1.94639 4.29217 0.62605
O: 1.38752 -0.50663 0.90402

Computed properties:
spin multiplicity: 5
E: -76345.5586 eV
HOMO energy (alpha / beta): -8.4463 / -10.3702 eV
energy above the lowest of the compared OMol25 structures with the same formula, charge and spin: 480.73 kJ/mol
HOMO-LUMO gap (alpha / beta): 0.2279 / 0.2630 hartree
total charge: +1

Mulliken atomic charge list, values in e, 5 entries: 0.4520, -0.4802, 0.0087, 0.2266, -0.5174

This record from the OMol25 dataset describes C29H37CeCl2N8O7 as an isolated structure. The level of theory is the ωB97M-V functional and the def2-TZVPD basis.

CARTESIAN COORDINATES (ANGSTROEM)
Ce: 0.40259 0.11171 0.26619
O: -0.79055 -0.82072 2.30240
C: -1.97314 -0.71840 2.82729
C: -2.47101 -1.74294 3.64975
C: -3.78453 -1.68860 4.12769
C: -4.58361 -0.58519 3.84555
C: -4.04688 0.46320 3.13923
C: -2.78593 0.43087 2.61357
C: -2.34048 1.67789 1.99882
N: -1.31411 1.79750 1.22901
N: -1.25087 3.02628 0.64434
C: -0.19297 3.11252 -0.07523
O: 0.80062 2.25633 -0.04003
C: -0.05309 4.24968 -1.03463
C: 1.02531 4.32690 -1.89488
C: 1.04875 5.31774 -2.85538
C: -0.00500 6.22274 -2.97493
C: -1.09091 6.14277 -2.12923
C: -1.10061 5.18712 -1.10137
H: -1.89375 -2.59071 3.87292
H: -4.18680 -2.50363 4.72653
H: -5.57036 -0.43725 4.28022
H: -4.64945 1.38003 3.08611
H: -2.91955 2.60465 2.12439
H: 1.79342 3.56836 -1.87777
H: 1.89633 5.39748 -3.52279
H: 0.00147 6.97463 -3.74655
H: -1.91731 6.86662 -2.22399
H: -1.87815 5.09453 -0.38183
N: 3.02590 0.42873 0.45144
C: 3.20644 -0.49576 1.61479
C: 4.49997 -0.40924 2.40481
C: 4.51304 -1.20960 3.73115
C: 3.24404 -1.18989 4.64157
N: 1.95290 -1.69526 4.09192
C: 1.64473 -2.94208 3.71532
N: 0.51693 -3.13373 3.03985
N: 2.48858 -3.94124 3.92247
C: 2.89435 -1.90583 1.06740
O: 3.66616 -2.79836 1.36376
O: 1.80530 -1.98470 0.45108
H: 3.52289 0.11226 -0.39402
H: 3.28026 1.36523 0.64626
H: 2.39108 -0.22092 2.27866
H: 4.63377 0.65478 2.60489
H: 5.33774 -0.67374 1.76499
H: 5.34621 -0.88103 4.36442
H: 4.73203 -2.22279 3.42279
H: 3.00448 -0.18505 4.97374
H: 3.46839 -1.74684 5.56902
H: 1.24452 -1.00890 3.89907
H: -0.03403 -2.33076 2.80850
H: 0.30524 -4.04136 2.63454
H: 3.40829 -3.73016 4.26188
H: 2.52519 -4.68480 3.25895
C: -1.91983 1.94285 -4.00323
C: -2.16365 0.43588 -4.19994
C: -0.95008 -0.51413 -3.99333
C: -1.50246 -1.90009 -4.19158
C: -0.73104 -3.08435 -3.67858
C: 0.07602 -0.15794 -5.02796
O: -0.16385 -0.25800 -6.21901
N: 1.32832 0.24530 -4.55454
C: 1.74689 0.38612 -3.20585
O: 2.87463 0.76950 -2.93107
N: 0.83552 0.05107 -2.25404
C: -0.41364 -0.32591 -2.57072
O: -1.19998 -0.56446 -1.62263
H: -2.72889 2.48312 -4.50527
H: -0.91182 2.27794 -4.32406
H: -2.04683 2.11964 -2.91794
H: -2.58146 0.22114 -5.20655
H: -2.92022 0.14680 -3.44609
H: -1.72836 -1.96806 -5.25390
H: -2.41575 -1.88742 -3.64214
H: 0.29498 -3.08948 -4.03920
H: -1.23864 -4.00736 -3.94628
H: -0.77495 -3.07703 -2.55771
H: 2.01673 0.49998 -5.26059
Cl: -1.52372 -3.55553 0.08438
C: -3.16632 -2.85583 0.07016
Cl: -4.36580 -3.99566 -0.63307
H: -3.12067 -1.93737 -0.52135
H: -3.39900 -2.65182 1.08739

Computed properties:
spin multiplicity: 2
E: -94908.0114 eV
HOMO energy (alpha / beta): -7.7757 / -7.7761 eV
energy above the lowest of the compared OMol25 structures with the same formula, charge and spin: 0.00 kJ/mol
HOMO-LUMO gap (alpha / beta): 0.2853 / 0.2851 hartree

Mulliken atomic charge list, values in e, 5 entries: 0.7407, -0.0601, 0.8116, -0.9194, -0.7185

- What is the formula in the second record?
  C29H37CeCl2N8O7

- Look up the spin multiplicity of the second one.
  2

- The lowest energy above the lowest of the compared OMol25 structures with the same formula, charge and spin belongs to which entry?
  C29H37CeCl2N8O7